C30H34IrN3O3S | ωB97M-V/def2-TZVPD

Cartesian coordinates (Å):
Ir (0.222, -0.263, 0.325)
C (-2.831, -5.145, -1.038)
C (-2.362, -3.734, -1.425)
C (-3.568, -2.992, -1.993)
C (-1.698, -3.071, -0.221)
C (-2.055, -1.821, 0.293)
C (-1.562, -1.353, 1.531)
C (-0.690, -2.207, 2.295)
C (-0.400, -1.928, 3.735)
C (-0.229, -3.367, 1.698)
C (-0.724, -3.787, 0.481)
H (-3.304, -5.626, -1.893)
H (-3.565, -5.094, -0.233)
H (-2.013, -5.787, -0.712)
H (-1.600, -3.843, -2.209)
H (-4.381, -2.966, -1.264)
H (-3.941, -3.518, -2.871)
H (-3.374, -1.977, -2.295)
H (-2.817, -1.226, -0.190)
H (-2.013, -0.481, 1.989)
H (0.623, -2.181, 4.005)
H (-1.059, -2.548, 4.350)
H (-0.608, -0.899, 4.023)
H (0.457, -4.005, 2.242)
H (-0.384, -4.740, 0.089)
N (3.412, -1.848, -1.700)
C (4.051, -2.040, -0.491)
C (5.324, -2.519, -0.198)
C (5.640, -2.633, 1.138)
C (4.719, -2.298, 2.149)
C (3.459, -1.823, 1.858)
C (3.136, -1.680, 0.506)
N (1.974, -1.255, -0.130)
C (2.174, -1.394, -1.441)
C (1.032, -1.065, -2.339)
C (0.811, -1.194, -3.672)
S (-0.796, -0.736, -4.046)
C (-1.105, -0.381, -2.427)
N (-0.081, -0.586, -1.637)
H (3.804, -2.033, -2.610)
H (6.027, -2.795, -0.972)
H (6.615, -3.004, 1.420)
H (5.009, -2.431, 3.182)
H (2.747, -1.601, 2.642)
H (1.481, -1.548, -4.439)
H (-2.047, -0.007, -2.076)
C (-1.410, 7.805, -0.372)
C (-1.068, 6.388, -0.221)
C (-1.089, 5.526, -1.382)
C (-0.803, 4.181, -1.321)
C (-0.814, 3.357, -2.573)
C (-0.489, 3.659, -0.058)
C (-0.442, 4.499, 1.130)
C (-0.098, 3.889, 2.449)
C (-0.732, 5.816, 1.029)
C (-0.164, 2.197, 0.076)
O (1.017, 1.769, -0.115)
O (-1.059, 1.372, 0.386)
H (-1.409, 8.129, -1.409)
H (-0.731, 8.433, 0.210)
H (-2.418, 7.971, 0.038)
H (-1.347, 5.968, -2.336)
H (-1.409, 3.828, -3.351)
H (-1.227, 2.368, -2.381)
H (0.203, 3.237, -2.953)
H (0.763, 3.223, 2.355)
H (-0.950, 3.296, 2.799)
H (0.117, 4.643, 3.201)
H (-0.698, 6.435, 1.916)
O (0.872, 0.177, 2.264)
H (0.232, 0.504, 2.913)
H (1.647, 0.763, 2.280)

Output
* energy above the lowest of the compared OMol25 structures with the same formula, charge and spin: 23.2 kcal/mol
* molar mass: 708.904 Da
* maximum force: 2.1 eV/A
* orbital gap (spin up / spin down): 6.737 / 4.306 eV
* 2S+1: 2
* net charge: +3
* DFT total energy: -55923.803 eV
* LUMO (spin up / spin down): -0.354 / -0.444 Ha